{"formula": "C28H84AsF6N9O13", "method": "ωB97M-V/def2-TZVPD", "species": ["C", "C", "C", "O", "C", "N", "H", "H", "H", "H", "H", "H", "H", "H", "H", "H", "H", "H", "C", "C", "C", "O", "C", "N", "H", "H", "H", "H", "H", "H", "H", "H", "H", "H", "H", "H", "C", "C", "C", "O", "C", "N", "H", "H", "H", "H", "H", "H", "H", "H", "H", "H", "H", "H", "C", "C", "C", "O", "C", "N", "H", "H", "H", "H", "H", "H", "H", "H", "H", "H", "H", "H", "C", "C", "C", "O", "C", "N", "H", "H", "H", "H", "H", "H", "H", "H", "H", "H", "H", "H", "C", "C", "C", "O", "C", "N", "H", "H", "H", "H", "H", "H", "H", "H", "H", "H", "H", "H", "C", "C", "C", "O", "C", "N", "H", "H", "H", "H", "H", "H", "H", "H", "H", "H", "H", "H", "N", "O", "O", "O", "N", "O", "O", "O", "As", "F", "F", "F", "F", "F", "F"], "positions_angstrom": [[3.289799, 0.460078, -2.963355], [3.628635, 1.838460, -3.457495], [4.482455, 1.996574, -4.681795], [4.536314, 3.358222, -4.969195], [5.614612, 3.718060, -5.815057], [2.309577, 2.599029, -3.598226], [1.959972, 2.629813, -4.553397], [1.697967, 2.037061, -3.000169], [2.401116, 3.526526, -3.155144], [2.706428, 0.405630, -2.044323], [4.150394, -0.181426, -2.754320], [2.758546, -0.141838, -3.714795], [4.106292, 2.408521, -2.652692], [3.932189, 1.514751, -5.523150], [5.427872, 1.454081, -4.634967], [5.879555, 4.770130, -5.753157], [5.304641, 3.566077, -6.857745], [6.504683, 3.121463, -5.615780], [-0.403023, -4.036456, -1.181172], [0.726543, -4.276412, -0.210065], [2.088866, -4.504730, -0.826710], [2.583995, -3.301921, -1.302238], [3.818224, -3.420266, -2.000273], [0.774527, -3.080374, 0.705573], [0.752477, -2.145947, 0.262464], [-0.140263, -3.104445, 1.212217], [1.414877, -3.147728, 1.495516], [-0.405977, -4.694225, -2.051546], [-0.278304, -3.051652, -1.653654], [-1.401919, -4.061577, -0.743586], [0.432421, -5.078918, 0.467717], [2.014219, -5.265990, -1.614610], [2.724641, -4.981943, -0.060517], [4.656359, -3.507228, -1.294358], [3.905089, -2.543022, -2.626844], [3.899345, -4.370786, -2.539312], [0.415314, -1.186170, 5.472571], [-0.836901, -0.445465, 5.822578], [-1.520097, 0.180265, 4.610020], [-2.894325, 0.378017, 4.804063], [-3.203257, 1.496902, 5.634917], [-1.797053, -1.422083, 6.433517], [-2.619150, -0.972364, 6.842031], [-2.135898, -2.200160, 5.833386], [-1.372585, -1.967881, 7.192406], [0.839694, -1.919338, 6.159780], [1.236677, -0.528697, 5.172925], [0.273895, -1.780172, 4.558125], [-0.686008, 0.287471, 6.615048], [-1.394886, -0.505783, 3.770073], [-1.053932, 1.140528, 4.362343], [-3.172303, 2.433437, 5.074331], [-2.448886, 1.618886, 6.429825], [-4.137137, 1.324009, 6.160823], [0.379165, 6.327067, 0.626155], [-0.483179, 5.113902, 0.962496], [-1.950779, 5.364715, 1.264242], [-2.603993, 4.132130, 1.299341], [-4.021580, 4.256396, 1.246308], [-0.474312, 4.237206, -0.260616], [0.438928, 3.917734, -0.613114], [-1.190027, 3.497807, -0.200063], [-0.812127, 4.745893, -1.087701], [-0.076309, 6.912195, -0.169145], [1.405392, 5.978829, 0.517289], [0.412819, 6.979657, 1.504459], [-0.063194, 4.544838, 1.789817], [-2.396746, 6.078124, 0.549737], [-1.999098, 5.969435, 2.184283], [-4.448712, 3.282648, 1.019818], [-4.363941, 5.005054, 0.531176], [-4.390787, 4.523749, 2.241782], [-4.038821, 1.474362, -3.706900], [-2.979402, 0.907127, -4.611764], [-3.389147, -0.447416, -5.121020], [-2.415324, -0.963614, -5.985905], [-1.930807, -2.250321, -5.675446], [-2.806048, 1.756354, -5.902676], [-2.456531, 2.692243, -5.717149], [-2.178757, 1.181430, -6.480651], [-3.702351, 1.788740, -6.397533], [-4.136640, 0.844273, -2.824620], [-4.994623, 1.529161, -4.230913], [-3.808365, 2.468279, -3.321190], [-1.963460, 0.946204, -4.218243], [-4.349842, -0.358680, -5.655559], [-3.636217, -1.121294, -4.295347], [-1.133458, -2.201495, -4.929252], [-1.461212, -2.709030, -6.552503], [-2.711479, -2.986540, -5.463206], [4.986077, 3.186056, 5.482491], [5.192642, 2.805092, 4.038038], [4.251494, 1.766894, 3.494672], [4.721492, 1.449357, 2.210961], [3.997764, 0.421218, 1.568909], [5.120652, 4.063976, 3.153278], [4.784691, 4.865261, 3.686124], [6.067877, 4.248397, 2.825818], [4.528623, 3.885222, 2.327144], [3.982063, 3.580660, 5.647626], [5.734168, 3.918774, 5.798578], [5.180255, 2.368248, 6.175685], [6.227590, 2.498953, 3.894780], [3.226342, 2.165747, 3.430691], [4.268426, 0.895107, 4.158855], [4.213942, -0.556427, 2.014638], [4.278783, 0.388708, 0.519416], [2.916805, 0.610652, 1.617787], [-4.877875, -8.169383, -0.596374], [-4.154944, -6.939809, -0.094953], [-4.645650, -5.630742, -0.632058], [-3.889295, -4.633778, 0.007944], [-4.142790, -3.317748, -0.468878], [-4.163582, -6.851618, 1.412594], [-3.667068, -5.967709, 1.641166], [-5.115984, -6.667827, 1.743798], [-3.749354, -7.625021, 1.929781], [-4.934052, -8.993849, 0.112434], [-4.458622, -8.480719, -1.548721], [-5.933980, -7.937241, -0.777454], [-3.090282, -6.972304, -0.341883], [-5.708332, -5.455079, -0.387822], [-4.573510, -5.551127, -1.721355], [-5.126413, -2.996836, -0.105998], [-4.102411, -3.306995, -1.559865], [-3.416308, -2.661383, 0.003949], [-1.852902, -3.774286, 3.359722], [-1.097940, -2.895185, 2.843718], [-2.110624, -3.739927, 4.579491], [-2.183161, -4.773096, 2.705422], [3.617576, 4.277868, -0.726540], [3.871827, 4.567900, 0.466043], [4.489850, 4.384125, -1.575509], [2.443802, 4.011546, -1.103318], [-0.235855, 0.498823, -0.693481], [-0.508271, -0.370058, -2.153645], [1.186367, -0.411702, -0.301707], [-0.135915, 1.440683, 0.756548], [-1.631313, 1.475410, -1.109592], [-1.168106, -0.628389, 0.219892], [0.770085, 1.677409, -1.487825]], "atomic_forces_ev_per_a": [[0.1, -1.7, -0.5], [0.5, 0.8, 1.5], [-1.6, -0.6, -1.5], [0.5, 0.5, 0.8], [0.1, -0.1, -1.2], [0.4, -0.6, 0.2], [0.2, 0.2, 0.0], [-0.5, 0.5, -0.1], [0.1, 0.0, -0.1], [0.0, 0.5, -0.1], [0.4, 0.5, -0.1], [-0.2, 0.3, 0.0], [0.1, -0.1, -0.1], [0.2, -0.2, 0.1], [0.2, 0.3, 0.4], [-0.3, 0.0, 0.6], [0.2, -0.2, 0.1], [0.0, 0.0, 0.1], [-0.2, 0.9, -1.1], [-0.3, 0.1, 0.2], [0.1, -1.1, 0.5], [-0.1, 0.4, -0.2], [0.4, -0.7, 0.7], [-1.8, 0.1, 0.8], [0.8, -0.5, -0.1], [0.0, 0.1, 0.2], [0.5, 0.1, -0.5], [0.2, -0.4, 0.4], [0.0, 0.0, 0.2], [0.2, -0.1, 0.3], [0.4, -0.3, -0.2], [-0.2, 0.1, -0.1], [0.2, 0.4, 0.0], [-0.1, 0.5, 0.0], [0.2, -0.1, -0.2], [-0.4, 0.3, -0.5], [1.3, -0.6, -1.6], [-0.2, -0.2, 0.6], [0.0, 0.2, -0.4], [-0.4, -0.1, 0.4], [0.9, 0.0, 0.5], [-0.6, -1.3, 0.9], [0.0, 0.1, -0.3], [0.2, 0.4, -0.9], [0.3, 0.5, 0.1], [-0.3, 0.4, 0.6], [-0.2, 0.3, 0.4], [-0.4, 0.1, 0.2], [0.2, 0.0, 0.0], [-0.2, 0.1, -0.1], [0.3, -0.1, 0.0], [-0.4, -0.1, -0.1], [-0.1, -0.1, -0.1], [-0.3, 0.1, -0.4], [-0.5, -0.1, 1.6], [0.0, 0.2, -0.6], [0.4, 1.4, 0.2], [-0.1, 0.1, -0.4], [-0.3, -0.2, 0.9], [-0.7, -0.2, -1.4], [0.4, -0.4, 0.9], [0.6, -0.4, 0.5], [0.0, 0.6, 0.5], [0.4, -0.1, -0.4], [0.0, 0.2, -0.7], [-0.1, 0.0, -0.1], [0.1, -0.2, -0.2], [0.0, -0.4, -0.4], [-0.1, -0.6, 0.3], [0.2, 0.0, -0.2], [0.2, 0.0, -0.1], [-0.1, 0.2, -0.1], [0.0, 0.5, 0.2], [0.1, 0.7, -0.5], [-0.4, -0.7, 0.0], [-0.1, 0.3, -0.3], [0.8, -1.1, -0.6], [-0.6, -1.1, 0.4], [0.1, 0.0, -0.2], [0.2, 0.4, -0.1], [0.1, 0.3, 0.0], [-0.1, -0.1, -0.1], [-0.1, -0.1, 0.1], [0.1, 0.0, -0.2], [-0.2, -0.4, 0.4], [0.1, 0.2, -0.1], [0.4, 0.1, 0.2], [-0.4, -0.1, 0.4], [0.0, 0.6, -0.2], [-0.2, 0.4, 0.5], [0.2, 0.3, 0.4], [0.6, 0.4, 0.2], [0.1, -0.1, -0.3], [0.1, 0.1, -0.2], [-0.4, -0.1, 0.0], [0.0, -0.8, 0.2], [0.0, 0.1, -0.2], [-0.2, 0.4, -0.2], [0.1, 0.4, -0.3], [0.0, 0.0, 0.1], [-0.2, 0.2, -0.2], [-0.3, -0.3, -0.3], [-0.1, -0.5, 0.0], [0.0, -0.1, 0.2], [-0.1, 0.0, 0.0], [0.0, 0.1, 0.1], [0.2, 0.1, 0.0], [0.1, 0.0, 0.0], [-1.0, 0.3, -0.2], [1.0, -0.9, 0.0], [-1.0, 0.9, 0.3], [0.6, 0.1, -0.1], [-0.5, -0.2, 0.7], [-0.4, 1.6, 0.0], [0.3, -0.3, 0.3], [0.0, -0.5, 0.1], [0.0, -0.1, -0.2], [0.6, -0.1, 0.0], [0.1, -0.2, 0.1], [0.1, 0.1, -0.1], [0.0, -0.2, 0.1], [0.0, -0.3, -0.1], [0.2, -0.4, 0.0], [-0.1, 0.0, -0.3], [0.1, 0.2, 0.0], [0.2, 0.0, -0.3], [1.3, -1.1, 0.7], [-0.6, 0.0, -0.1], [-0.3, 0.8, -0.3], [-0.3, 0.4, -0.6], [0.9, 1.6, -0.1], [-0.7, -0.7, 0.3], [0.2, -0.6, -0.2], [-0.9, -0.6, 0.2], [-1.2, 0.6, 1.0], [0.4, -0.2, -0.2], [0.2, -0.1, -0.1], [0.5, 0.2, 0.1], [-0.1, 0.0, -0.1], [-0.2, -0.4, -0.3], [0.0, 0.1, -0.3]], "total_charge": 4, "multiplicity": 1, "orbital_gap_ev": 8.403, "lumo_energy_ev": -8.01, "largest_force_ev_per_a": 2.3, "energy_ha": -5421.7329}



{"formula": "C21H51BrN6O10P", "method": "ωB97M-V/def2-TZVPD", "species": ["C", "C", "C", "C", "O", "P", "C", "C", "C", "O", "C", "C", "O", "C", "O", "C", "C", "O", "C", "C", "C", "O", "C", "C", "C", "Br", "O", "H", "H", "H", "H", "H", "H", "H", "H", "H", "H", "H", "H", "H", "H", "H", "H", "H", "H", "H", "H", "H", "H", "H", "H", "H", "H", "H", "H", "H", "H", "H", "H", "H", "H", "H", "H", "H", "H", "H", "C", "O", "N", "N", "H", "H", "H", "H", "C", "O", "N", "N", "H", "H", "H", "H", "C", "O", "N", "N", "H", "H", "H", "H"], "positions_angstrom": [[1.870879, 4.263936, 1.584270], [1.423464, 4.998473, 0.167867], [1.363586, 3.892864, -1.040521], [0.257865, 2.667961, -0.765963], [0.184353, 1.918078, -2.029480], [-1.176662, 0.834380, -2.085945], [-2.552977, 2.192624, -2.328328], [-2.403960, 3.012007, -3.744373], [-1.363780, 4.297730, -3.668715], [-1.399349, 0.626545, -0.361641], [-1.625995, -0.853933, -0.275352], [-1.889303, -1.409083, 1.271347], [-0.722227, -0.981313, 2.081201], [0.344259, -1.999683, 2.074134], [1.657987, -1.355465, 2.339771], [2.764596, -2.127485, 1.751911], [4.242390, -1.813999, 2.451373], [4.786204, -0.486163, 2.045457], [-2.743633, -1.292879, -1.439891], [-2.379865, -2.719120, -2.225408], [-2.703722, -4.058908, -1.339072], [-1.491211, -4.933776, -1.279407], [-4.325296, -0.930116, -1.169254], [-5.108460, -1.963428, -0.166857], [-6.445070, -1.159990, 0.425670], [-5.922501, -0.175551, 2.129202], [-2.416363, -0.313611, -2.529585], [0.961875, 3.695624, 2.057393], [2.215596, 5.129933, 2.304082], [2.829988, 3.569705, 1.430340], [2.326272, 5.732083, -0.098999], [0.450565, 5.657808, 0.266313], [1.234356, 4.399015, -2.087596], [2.416623, 3.333024, -1.067369], [-0.741178, 3.209692, -0.456893], [0.734476, 2.044001, 0.133470], [-0.968030, 0.921434, -3.537373], [-0.136250, -0.194806, -2.198371], [-2.689115, 2.874555, -1.386863], [-3.563154, 1.563261, -2.420540], [-3.475133, 3.492084, -3.962004], [-2.198455, 2.308989, -4.685179], [-0.234789, 3.986682, -3.644718], [-1.545290, 4.938723, -4.633866], [-1.639814, 4.972842, -2.732465], [-0.717618, -1.555782, -0.595850], [-2.006515, -2.573789, 1.322236], [-2.826925, -0.814235, 1.663805], [0.401739, -2.569746, 1.053397], [0.142972, -2.777463, 2.956278], [2.806001, -1.832869, 0.598585], [2.573140, -3.300761, 1.829409], [4.190712, -1.872247, 3.642680], [4.993136, -2.652405, 2.057228], [4.793802, 0.104206, 2.877921], [-1.229365, -2.617106, -2.516647], [-2.987395, -2.717013, -3.227248], [-2.977569, -3.801648, -0.230919], [-3.556792, -4.702438, -1.871247], [-0.953895, -4.648744, -0.473507], [-4.503864, 0.172494, -0.776855], [-4.859772, -0.966132, -2.235465], [-5.508322, -2.891488, -0.801677], [-4.489523, -2.289206, 0.771873], [-7.291904, -1.942681, 0.653246], [-6.790086, -0.403143, -0.400013], [6.474667, -0.032691, 5.310946], [5.451539, 0.632711, 5.280588], [7.656445, 0.429451, 4.864140], [6.512061, -1.287584, 5.794144], [8.509581, -0.103376, 4.880997], [7.672112, 1.370057, 4.492171], [5.643560, -1.673692, 6.140704], [7.344800, -1.851099, 5.827536], [4.074667, 4.759201, -3.916081], [3.051539, 5.424603, -3.946440], [5.256445, 5.221343, -4.362887], [4.112061, 3.504308, -3.432883], [6.109581, 4.688516, -4.346030], [5.272112, 6.161949, -4.734857], [3.243560, 3.118200, -3.086323], [4.944800, 2.940792, -3.399491], [-3.216832, -5.728309, 1.999545], [-2.331586, -4.964237, 1.648822], [-3.627381, -5.828643, 3.276727], [-3.861267, -6.538217, 1.140251], [-4.354707, -6.451687, 3.584694], [-3.168050, -5.236124, 3.955905], [-3.582660, -6.494019, 0.168704], [-4.592753, -7.174000, 1.410117]], "atomic_forces_ev_per_a": [[0.0, 1.0, -0.2], [1.5, -0.4, -0.3], [0.2, -0.7, 0.4], [1.9, 1.8, -0.3], [-0.7, 1.8, 3.5], [0.7, 0.3, -4.1], [-1.4, 0.3, -0.1], [-0.8, 1.0, 0.4], [-0.5, -0.2, -0.4], [-0.8, -4.0, -0.5], [-0.1, -1.9, 0.5], [-0.2, 1.7, -1.2], [0.9, -2.2, -0.6], [-0.1, -0.2, 0.4], [-0.5, -1.7, -0.7], [0.5, -0.1, -0.7], [-0.5, -0.1, 0.1], [-0.7, -0.7, 2.5], [0.5, 2.0, -2.0], [-0.5, 0.6, 0.8], [0.5, 0.1, -0.3], [-0.5, 1.2, 1.3], [-0.3, -0.8, 0.0], [-1.1, 0.8, -0.1], [0.3, -1.4, -1.5], [-0.6, -0.7, -1.4], [-0.3, -2.3, 2.5], [2.0, 0.9, -0.9], [-0.8, -1.8, -1.1], [-2.4, 1.3, 0.2], [-2.0, -1.4, 0.5], [1.9, -1.5, -0.1], [0.0, -0.9, 2.1], [-2.0, 1.3, 0.1], [1.7, -1.4, -0.6], [-1.4, 1.1, -1.9], [-0.2, 0.1, 0.2], [-0.6, -0.3, 0.9], [0.2, -0.7, -1.9], [2.2, 1.5, 0.3], [2.1, -0.9, 0.4], [-0.1, 1.4, 2.3], [-2.3, 0.5, 0.1], [0.4, -1.0, 1.8], [0.7, -1.5, -1.9], [-1.3, 2.1, 0.4], [0.0, 2.2, -0.2], [1.9, -1.4, -0.3], [-0.2, 1.1, 1.7], [0.4, 1.5, -1.8], [0.2, -0.7, 2.4], [0.4, 2.3, 0.0], [-0.1, 0.0, -2.6], [-1.6, 1.8, 0.8], [-0.2, -1.4, -1.9], [-2.5, -0.4, 0.8], [1.1, 0.1, 1.9], [0.2, -0.5, -2.3], [1.8, 1.3, 1.3], [-1.4, -0.5, -1.5], [0.9, -2.2, -0.7], [1.2, 0.0, 2.3], [0.9, 1.8, 1.6], [-1.0, 0.4, -2.0], [1.6, 1.9, -0.1], [0.6, -1.3, 2.0], [-0.6, 0.4, -0.1], [-0.1, 0.0, -0.1], [1.1, 0.9, -0.5], [-0.4, -1.3, 0.7], [-0.2, 0.1, 0.0], [0.0, -0.4, 0.1], [0.3, 0.1, -0.1], [-0.2, 0.1, 0.0], [-1.1, 0.1, 0.2], [0.2, 0.1, -0.1], [1.4, 1.1, -0.7], [-0.3, -1.1, 0.4], [-0.2, 0.1, 0.0], [0.0, -0.4, 0.2], [0.2, 0.0, 0.0], [-0.2, 0.1, 0.0], [0.5, 0.4, -0.3], [0.1, 0.1, 0.2], [-0.1, 0.2, 1.6], [-0.4, -0.7, -1.2], [0.1, 0.1, -0.1], [-0.2, -0.2, -0.3], [0.0, 0.0, 0.3], [0.2, 0.2, 0.0]], "total_charge": -1, "multiplicity": 1, "orbital_gap_ev": 5.649, "lumo_energy_ev": 1.90, "largest_force_ev_per_a": 4.2, "energy_ha": -4826.8292}



Q: Which value of multiplicity does entry 1 give?
A: 1